Entry 1:
{
  "formula": "C42H50Br2O16SSi",
  "method": "ωB97M-V/def2-TZVPD",
  "elements": ["C", "C", "C", "Si", "S", "C", "C", "C", "C", "C", "C", "C", "C", "C", "C", "C", "C", "C", "Br", "C", "C", "Br", "H", "H", "H", "H", "H", "H", "H", "H", "H", "H", "H", "H", "H", "H", "H", "H", "H", "H", "H", "H", "H", "H", "H", "H", "H", "H", "H", "H", "H", "H", "H", "H", "H", "H", "O", "C", "C", "C", "O", "C", "O", "C", "C", "O", "H", "H", "H", "H", "O", "C", "C", "C", "O", "C", "O", "C", "C", "O", "H", "H", "H", "H", "O", "C", "C", "C", "O", "C", "O", "C", "C", "O", "H", "H", "H", "H", "O", "C", "C", "C", "O", "C", "O", "C", "C", "O", "H", "H", "H", "H"],
  "positions_angstrom": [[4.09866, -1.30396, 2.52437], [3.53926, -2.42533, 1.97015], [3.30561, -2.67986, 0.48517], [2.87024, -1.12890, -0.52011], [4.71265, -0.10718, -0.96757], [1.63764, -0.11811, 0.50878], [1.79678, 1.43362, 0.46154], [0.45207, 2.10956, 0.08221], [-0.51943, 2.18600, 1.28890], [-1.99553, 1.99367, 0.83653], [-2.84325, 1.29974, 1.93078], [-3.94215, 0.38556, 1.33968], [-3.34107, -1.05252, 1.07674], [-3.64335, -1.44299, -0.38531], [-2.84922, -2.66448, -0.95557], [-1.59525, -3.09075, -0.15999], [-1.87953, -4.07428, 1.00178], [2.01157, -1.74441, -2.11666], [1.72054, -3.66984, -2.33534], [1.57698, -0.95205, -3.10721], [0.84851, -1.39345, -4.36379], [1.86103, 0.96920, -2.99555], [4.93956, -1.46504, 3.20152], [3.67272, -0.31737, 2.34846], [3.27196, -3.24004, 2.65448], [4.21387, -3.16863, 0.10777], [2.51067, -3.43790, 0.40624], [5.12736, 0.51608, 0.16982], [0.63681, -0.34969, 0.11502], [1.70194, -0.41536, 1.56177], [2.06836, 1.85206, 1.43975], [2.57264, 1.77491, -0.23312], [-0.03232, 1.49747, -0.69223], [0.60638, 3.09150, -0.38388], [-0.42509, 3.18158, 1.74015], [-0.22918, 1.41604, 2.01438], [-2.40744, 2.99159, 0.64158], [-2.02799, 1.44078, -0.11195], [-2.16674, 0.72783, 2.57783], [-3.29965, 2.07934, 2.55844], [-4.81449, 0.33600, 1.99865], [-4.22731, 0.82956, 0.37820], [-3.84747, -1.71609, 1.78485], [-2.27690, -0.96524, 1.30258], [-4.71133, -1.70510, -0.41333], [-3.52547, -0.59238, -1.06232], [-2.48714, -2.36383, -1.95107], [-3.48512, -3.53911, -1.14391], [-0.94427, -3.62730, -0.86785], [-1.01194, -2.21675, 0.15158], [-2.72879, -3.70820, 1.58682], [-0.99715, -4.09532, 1.65034], [-2.10137, -5.06736, 0.60252], [1.11667, -0.70504, -5.17242], [-0.22692, -1.26439, -4.18168], [1.08025, -2.41633, -4.64689], [-0.40080, -8.58167, -8.28989], [-0.03288, -7.69087, -7.54954], [-0.65259, -7.42061, -6.25585], [-0.20917, -6.41343, -5.49699], [-0.74484, -6.12914, -4.30511], [0.91913, -5.53559, -5.93687], [1.26360, -4.62485, -5.20649], [1.55442, -5.81812, -7.21853], [1.11338, -6.82735, -7.97671], [1.66427, -7.12508, -9.15617], [-1.46836, -8.06004, -5.94976], [-0.24946, -5.35979, -3.96584], [2.37965, -5.18717, -7.51727], [1.16177, -7.88788, -9.49660], [-9.03545, 1.89704, 4.34887], [-8.31885, 2.65332, 3.72237], [-7.73311, 2.31112, 2.43030], [-6.93970, 3.18404, 1.80110], [-6.38317, 2.91425, 0.61766], [-6.62164, 4.52395, 2.38685], [-5.87851, 5.26746, 1.77597], [-7.22570, 4.87522, 3.66803], [-8.02184, 4.00383, 4.29566], [-8.59794, 4.28240, 5.46879], [-7.96715, 1.33999, 2.01737], [-5.85907, 3.70342, 0.38779], [-7.00281, 5.85174, 4.07407], [-9.11521, 3.49008, 5.70250], [8.21317, 4.10495, -4.02450], [7.12969, 4.29502, -3.50645], [6.47512, 5.60019, -3.48417], [5.29025, 5.74625, -2.88334], [4.65289, 6.92096, -2.83995], [4.59908, 4.59813, -2.21713], [3.52942, 4.79672, -1.67126], [5.24132, 3.28985, -2.25885], [6.42533, 3.14168, -2.86270], [7.05089, 1.96278, -2.92736], [6.98456, 6.42242, -3.96645], [3.82720, 6.75312, -2.35021], [4.72339, 2.46445, -1.78836], [7.88007, 2.13143, -3.41061], [2.27691, 1.05368, 3.64037], [2.00752, 1.33171, 4.79359], [2.61519, 2.44790, 5.50809], [2.28366, 2.68890, 6.78070], [2.81209, 3.70039, 7.47429], [1.29472, 1.83552, 7.51215], [1.04723, 2.09357, 8.67385], [0.67060, 0.73229, 6.78889], [1.00010, 0.49338, 5.51559], [0.45450, -0.50482, 4.81377], [3.32890, 3.05620, 4.97053], [2.40878, 3.65100, 8.36037], [-0.05383, 0.13249, 7.32134], [0.86530, -0.46400, 3.93036]],
  "forces_ev_per_a": [[-0.637, -1.157, -0.363], [0.406, 0.660, 0.018], [-1.484, 0.262, 0.834], [-0.321, -0.593, 1.128], [0.492, 0.239, -0.506], [0.268, 0.918, -0.203], [-0.577, 0.688, -0.194], [0.050, -0.352, 0.058], [-0.155, 0.215, -1.142], [0.415, 0.062, 0.803], [-0.453, 0.465, -0.173], [1.062, -0.263, 0.105], [-1.097, 1.561, -0.471], [-0.122, -1.284, 0.391], [0.573, 0.526, -0.188], [-0.148, -0.790, -0.547], [0.168, 1.066, -0.262], [0.313, 0.548, -0.283], [0.242, 0.942, 0.373], [0.009, -0.658, -0.201], [0.138, 1.044, 0.327], [-0.192, -0.871, -0.029], [-1.079, 0.355, 1.114], [1.277, 0.191, -1.000], [1.402, -0.560, -0.420], [-0.068, 0.215, 0.067], [0.105, 0.229, -0.249], [-0.661, -0.526, -0.150], [0.159, -0.204, 0.252], [-0.114, -0.345, -0.299], [0.164, -0.383, -0.158], [-0.078, -0.265, 0.035], [0.182, 0.121, 0.047], [0.047, -0.087, 0.251], [0.118, -0.337, 0.293], [-0.129, 0.148, -0.013], [-0.110, -0.232, -0.188], [-0.003, -0.073, 0.257], [-0.255, -0.021, 0.007], [0.129, -0.167, -0.020], [0.066, 0.024, -0.171], [-0.329, -0.094, 0.261], [0.462, -0.229, -0.167], [-0.061, -0.431, -0.107], [0.145, 0.242, -0.123], [0.175, 0.027, 0.256], [-0.153, -0.106, 0.133], [0.017, 0.156, 0.277], [-0.051, 0.200, 0.171], [-0.192, -0.113, 0.120], [0.108, -0.251, 0.045], [-0.206, -0.333, 0.011], [0.025, 0.097, 0.186], [-0.070, -0.237, 0.049], [0.126, -0.188, -0.121], [-0.028, 0.050, 0.133], [0.211, 0.026, -0.242], [-0.453, -0.118, 0.513], [0.011, -0.183, -0.282], [-0.517, -0.260, 0.401], [0.379, 0.166, -0.333], [0.467, 0.097, -0.501], [-0.238, -0.163, -0.072], [-0.009, 0.197, 0.293], [0.503, 0.255, -0.351], [-0.366, -0.147, 0.299], [-0.004, 0.016, 0.012], [-0.024, 0.067, 0.082], [-0.004, -0.012, -0.020], [-0.006, -0.055, -0.083], [-0.076, 0.182, 0.251], [0.108, -0.415, -0.537], [-0.187, -0.095, 0.272], [-0.019, -0.544, -0.396], [-0.006, 0.363, 0.307], [-0.111, 0.424, 0.532], [0.062, -0.176, -0.261], [0.198, 0.081, -0.257], [0.010, 0.530, 0.402], [0.034, -0.360, -0.332], [0.020, 0.005, -0.014], [0.072, 0.029, -0.072], [-0.006, -0.010, 0.018], [-0.052, -0.038, 0.074], [0.033, -0.294, 0.041], [-0.049, 0.635, -0.143], [0.261, -0.183, -0.089], [0.132, 0.613, -0.230], [-0.047, -0.449, 0.147], [0.067, -0.687, 0.116], [-0.059, 0.307, -0.072], [-0.311, 0.229, 0.136], [-0.152, -0.588, 0.203], [0.068, 0.476, -0.125], [-0.013, 0.011, 0.012], [-0.076, 0.039, 0.039], [0.027, -0.029, -0.049], [0.081, -0.046, -0.026], [-0.183, -0.194, 0.006], [0.371, 0.542, 0.132], [-0.015, -0.200, -0.316], [0.443, 0.488, -0.139], [-0.320, -0.381, 0.049], [-0.440, -0.544, -0.051], [0.182, 0.264, 0.042], [0.035, 0.182, 0.281], [-0.462, -0.487, 0.106], [0.321, 0.391, -0.054], [0.005, 0.008, 0.022], [0.007, 0.043, 0.091], [0.006, -0.015, -0.016], [0.021, -0.090, -0.073]],
  "total_charge": 0,
  "gap_ev": 6.600,
  "energy_ha": -8669.87827,
  "lumo_ha": -0.060
}

---

Entry 2:
{
  "formula": "C42H50BrMoN6OSi2Te",
  "method": "ωB97M-V/def2-TZVPD",
  "elements": ["Mo", "C", "N", "C", "C", "C", "C", "C", "C", "N", "C", "C", "C", "C", "C", "C", "N", "C", "C", "C", "C", "C", "N", "H", "H", "H", "H", "H", "H", "H", "H", "H", "H", "H", "H", "H", "H", "H", "H", "H", "H", "Br", "C", "C", "C", "C", "O", "C", "C", "N", "C", "C", "C", "C", "C", "C", "C", "C", "N", "C", "C", "H", "H", "H", "H", "H", "H", "H", "H", "H", "H", "C", "Si", "C", "C", "C", "Te", "C", "Si", "C", "C", "C", "H", "H", "H", "H", "H", "H", "H", "H", "H", "H", "H", "H", "H", "H", "H", "H", "H", "H", "H", "H", "H", "H"],
  "positions_angstrom": [[-0.64089, -0.05518, 0.25395], [1.06314, -2.08651, -1.90007], [-0.26914, -1.45791, -1.56753], [-1.23019, -2.58815, -1.36326], [-1.72034, -2.81228, 0.04563], [-2.43370, -3.96894, 0.32795], [-2.99347, -4.14116, 1.58014], [-2.81806, -3.13726, 2.52683], [-2.07078, -2.03260, 2.18967], [-1.52366, -1.86079, 0.97158], [-0.69207, -0.61375, -2.73360], [-0.59382, 0.87883, -2.54322], [-0.72072, 1.69375, -3.65554], [-0.80152, 3.06677, -3.49609], [-0.71585, 3.59132, -2.21362], [-0.56271, 2.72328, -1.15467], [-0.51158, 1.39045, -1.30184], [2.21658, -1.22342, -2.38446], [3.22033, -1.82553, -3.13773], [4.26358, -1.04744, -3.61125], [4.24918, 0.31540, -3.35210], [3.21441, 0.82222, -2.59027], [2.22913, 0.06691, -2.09416], [0.89495, -2.80951, -2.70608], [1.40084, -2.65567, -1.03400], [-0.80998, -3.51939, -1.74989], [-2.13134, -2.40562, -1.94838], [-2.55347, -4.72503, -0.43720], [-3.54922, -5.03748, 1.81901], [-3.25613, -3.21803, 3.51123], [-1.88817, -1.24890, 2.91293], [-1.74168, -0.79855, -2.95060], [-0.13754, -0.90125, -3.62972], [-0.76714, 1.25550, -4.64362], [-0.94852, 3.71158, -4.35176], [-0.77644, 4.65466, -2.03409], [-0.49171, 3.10302, -0.14482], [3.17814, -2.88485, -3.35730], [5.06456, -1.49424, -4.18411], [5.02121, 0.96861, -3.73353], [3.16144, 1.87961, -2.34740], [-8.14797, 0.58560, 0.96658], [-6.34185, 0.31872, 0.48334], [-6.03773, -0.25265, -0.77286], [-4.73590, -0.44238, -1.15693], [-3.66811, -0.06127, -0.32182], [-2.44817, -0.20684, -0.72293], [-3.97545, 0.53039, 0.94316], [-3.00359, 1.12239, 1.74914], [-1.67958, 1.14940, 1.59278], [-0.97190, 2.15022, 2.31643], [-1.48673, 3.07013, 3.20796], [-0.68410, 4.09015, 3.73907], [0.62353, 4.22025, 3.36356], [1.19246, 3.28188, 2.47735], [2.53318, 3.35332, 2.05274], [3.01338, 2.37629, 1.22057], [2.16742, 1.34641, 0.81078], [0.87624, 1.25943, 1.13188], [0.39120, 2.22731, 1.97576], [-5.33732, 0.69578, 1.32091], [-6.84773, -0.53499, -1.43233], [-4.50677, -0.87473, -2.12234], [-3.42702, 1.70179, 2.56236], [-2.52161, 3.05409, 3.51723], [-1.12354, 4.79128, 4.43469], [1.23726, 5.03115, 3.73256], [3.16047, 4.16653, 2.39549], [4.03728, 2.38680, 0.87461], [2.56167, 0.57429, 0.17498], [-5.56952, 1.14995, 2.27603], [4.28380, -0.91289, 3.77549], [2.63967, -0.84073, 4.70458], [2.09288, 0.95381, 4.90440], [2.64755, -1.81798, 6.30272], [1.23052, -1.65162, 3.63254], [1.49309, -1.65249, 1.50582], [1.00451, -3.72569, 1.36936], [2.59241, -4.84460, 1.33929], [3.49899, -4.60063, 2.96304], [3.62308, -4.17116, -0.09716], [1.95073, -6.57646, 1.01443], [4.88445, -0.03153, 4.00594], [4.16144, -0.95712, 2.69168], [4.87724, -1.77586, 4.07983], [2.94346, 1.59642, 5.13779], [1.37675, 1.06071, 5.72147], [1.62221, 1.33447, 3.99798], [3.31925, -1.35448, 7.02764], [2.99246, -2.84175, 6.14917], [1.65828, -1.86164, 6.76113], [0.27682, -1.17523, 3.86378], [1.15304, -2.71078, 3.87957], [0.44508, -3.92016, 0.45740], [0.36394, -3.97451, 2.21664], [3.76504, -3.55334, 3.11688], [4.42349, -5.18045, 2.96236], [2.91233, -4.93696, 3.82001], [3.76852, -3.08995, -0.02672], [3.18258, -4.40515, -1.06905], [4.61449, -4.62749, -0.08615], [1.32211, -6.93204, 1.83259], [2.78236, -7.27732, 0.92201], [1.36987, -6.64023, 0.09298]],
  "forces_ev_per_a": [[-0.870, -0.047, 2.418], [0.238, -0.102, -0.084], [0.686, 0.289, -0.017], [-0.284, -0.100, -0.050], [0.033, -0.070, -0.002], [-0.031, -0.027, 0.041], [0.079, 0.120, -0.034], [0.023, -0.131, -0.057], [0.072, 0.169, 0.228], [-0.474, -0.729, -0.587], [-0.072, 0.160, -0.276], [0.097, -0.011, -0.111], [0.070, 0.116, -0.011], [-0.032, -0.102, 0.090], [0.031, -0.081, -0.048], [0.005, 0.166, 0.214], [0.022, -0.364, -1.027], [-0.163, 0.110, -0.087], [-0.054, -0.131, 0.007], [-0.079, -0.037, 0.047], [0.051, 0.038, 0.000], [-0.003, 0.021, 0.143], [-0.312, 0.243, 0.101], [-0.137, -0.053, 0.122], [-0.113, -0.100, -0.007], [0.045, 0.050, 0.056], [0.078, 0.054, -0.080], [0.007, 0.016, -0.029], [-0.042, 0.008, -0.015], [0.063, 0.041, 0.038], [-0.005, 0.015, -0.028], [0.026, -0.130, 0.062], [0.094, 0.010, 0.089], [-0.031, -0.054, 0.017], [0.070, 0.013, -0.011], [0.026, 0.004, 0.034], [-0.034, 0.001, -0.012], [0.029, -0.013, -0.018], [-0.016, 0.000, -0.038], [0.010, -0.004, 0.014], [0.051, -0.024, -0.055], [0.283, -0.080, -0.090], [-0.287, 0.170, 0.373], [0.229, -0.028, 0.046], [0.020, -0.077, -0.172], [0.009, -0.062, 0.308], [0.061, 0.468, -0.624], [0.415, -0.116, 0.004], [-0.540, -0.084, -0.185], [0.461, -0.271, -0.289], [0.138, 0.476, 0.146], [-0.065, -0.243, -0.165], [0.140, 0.122, 0.094], [-0.022, -0.035, 0.001], [-0.119, -0.115, -0.155], [-0.074, -0.125, -0.046], [0.072, 0.136, 0.132], [0.050, 0.034, -0.208], [0.408, 0.387, -0.216], [-0.133, 0.132, 0.232], [-0.370, 0.055, -0.024], [0.002, -0.016, -0.016], [-0.008, 0.022, -0.013], [0.138, -0.035, 0.108], [-0.018, -0.003, -0.028], [-0.010, 0.010, -0.009], [-0.014, 0.002, 0.045], [0.028, -0.001, -0.006], [0.003, -0.061, 0.006], [-0.067, -0.047, -0.241], [-0.010, 0.005, 0.002], [-0.215, -0.039, 0.269], [-0.080, 0.061, -0.219], [0.143, -0.309, 0.192], [0.035, 0.233, -0.201], [0.229, 0.324, 0.150], [-0.080, -0.304, 0.136], [0.386, -0.187, -0.005], [-0.139, 0.263, -0.262], [-0.207, -0.193, -0.224], [-0.111, -0.256, 0.267], [0.215, 0.201, 0.190], [-0.026, 0.043, 0.009], [0.045, 0.038, -0.022], [-0.019, -0.047, -0.021], [0.014, 0.016, 0.003], [-0.052, -0.022, -0.010], [0.040, -0.056, -0.012], [0.024, 0.009, 0.007], [0.017, -0.004, -0.061], [-0.032, 0.036, -0.021], [-0.014, -0.017, 0.023], [-0.047, -0.038, -0.106], [0.012, 0.034, -0.083], [-0.094, 0.129, -0.003], [0.039, 0.031, -0.029], [0.042, 0.029, 0.007], [-0.043, -0.008, -0.001], [0.038, 0.004, -0.010], [-0.055, -0.007, 0.006], [0.029, 0.000, -0.011], [-0.001, 0.016, 0.030], [0.017, -0.016, -0.002], [0.018, 0.083, -0.036]],
  "total_charge": 3,
  "gap_ev": [5.604, 5.602],
  "energy_ha": -5522.70256,
  "lumo_ha": [-0.360, -0.360]
}